No. 1
{"formula": "C6H12S", "method": "ωB97M-V with the def2-TZVPD basis set", "fmax_ev_per_a": 2.4, "e_above_lowest_kcal_mol": 15.03, "e_homo_ev": -8.69, "e_tot_ev": -17250.94930, "species": ["C", "C", "C", "C", "C", "C", "S", "H", "H", "H", "H", "H", "H", "H", "H", "H", "H", "H", "H"], "coordinates": [[2.80, -0.49, -0.41], [1.44, -0.05, -0.08], [1.35, 0.47, 1.36], [0.48, 0.00, -0.96], [-0.99, 0.33, -0.66], [-1.37, 1.70, -0.14], [-1.81, -0.99, 0.38], [3.51, 0.31, -0.25], [2.85, -0.77, -1.49], [3.14, -1.33, 0.18], [0.37, 0.39, 1.86], [2.04, -0.12, 1.95], [1.81, 1.48, 1.44], [0.66, -0.15, -2.02], [-1.47, 0.19, -1.63], [-1.00, 2.54, -0.82], [-2.49, 1.66, -0.19], [-0.93, 1.85, 0.84], [-1.85, -1.95, -0.56]]}


No. 2
{"formula": "C6H12S", "method": "ωB97M-V with the def2-TZVPD basis set", "fmax_ev_per_a": 0.3, "e_above_lowest_kcal_mol": 27.22, "e_homo_ev": -8.34, "e_tot_ev": -17250.42097, "species": ["C", "C", "C", "C", "H", "H", "H", "H", "H", "H", "C", "S", "C", "H", "H", "H", "H", "H", "H"], "coordinates": [[-2.46, 0.79, 0.24], [-1.52, 1.00, -0.66], [-1.10, 0.03, -1.67], [-0.24, 0.33, -2.64], [-3.00, -0.15, 0.32], [-2.74, 1.55, 0.95], [-1.02, 1.96, -0.70], [-1.53, -0.97, -1.60], [0.00, -0.35, -3.44], [0.19, 1.33, -2.71], [0.61, -0.66, 2.37], [2.34, -0.23, 2.08], [2.40, -0.54, 0.31], [0.48, -1.74, 2.27], [-0.03, -0.13, 1.67], [0.35, -0.37, 3.38], [3.41, -0.35, -0.05], [2.16, -1.59, 0.12], [1.70, 0.09, -0.24]]}


No. 3
{"formula": "C6H12S2", "method": "ωB97M-V with the def2-TZVPD basis set", "fmax_ev_per_a": 4.4, "e_above_lowest_kcal_mol": 110.18, "e_homo_ev": -8.62, "e_tot_ev": -28082.52306, "species": ["C", "C", "C", "C", "C", "C", "H", "H", "H", "H", "H", "H", "H", "H", "H", "H", "H", "H", "S", "S"], "coordinates": [[2.82, 1.68, 0.44], [1.86, 0.52, 0.73], [0.47, -1.81, -0.36], [-0.78, -1.83, 0.14], [-1.78, 0.62, -0.62], [-2.75, 1.77, -0.59], [1.96, 2.51, -0.17], [3.14, 2.08, 1.44], [3.76, 1.35, -0.17], [2.16, -0.09, 1.54], [0.95, 0.95, 1.04], [0.82, -2.89, -0.73], [-1.33, -2.78, 0.29], [-2.05, -0.17, -1.42], [-0.88, 1.10, -1.12], [-2.99, 2.18, 0.61], [-2.12, 2.66, -1.28], [-4.03, 1.48, -0.91], [1.73, -0.46, -0.77], [-1.63, -0.42, 0.92]]}


No. 4
{"formula": "C6H12Si", "method": "ωB97M-V with the def2-TZVPD basis set", "fmax_ev_per_a": 8.1, "e_above_lowest_kcal_mol": 65.58, "e_homo_ev": -7.81, "e_tot_ev": -14291.32187, "species": ["C", "C", "C", "C", "C", "Si", "C", "H", "H", "H", "H", "H", "H", "H", "H", "H", "H", "H", "H"], "coordinates": [[-2.31, -0.15, -0.56], [-1.28, 0.61, 0.17], [-1.53, 1.98, 0.68], [0.14, -0.04, 0.46], [1.42, 0.36, 1.10], [1.37, -1.38, 0.28], [2.13, -1.75, -1.41], [-2.76, 0.48, -1.34], [-1.89, -1.04, -1.01], [-3.11, -0.45, 0.12], [-1.07, 2.73, 0.03], [-2.59, 2.19, 0.74], [-1.09, 2.11, 1.67], [1.95, 1.21, 0.66], [1.42, 0.44, 2.18], [1.39, -2.53, 1.18], [1.51, -2.44, -1.96], [2.23, -0.84, -2.00], [3.11, -2.20, -1.32]]}